one) {
  "formula": "CH4N6O",
  "method": "ωB97M-V/def2-TZVPD",
  "species": ["C", "H", "H", "H", "H", "N", "N", "N", "N", "N", "N", "O"],
  "coordinates": [[0.380, 0.186, 0.101], [2.765, -0.666, 1.778], [1.641, -1.848, 0.818], [-1.909, 1.058, -1.819], [-2.633, 0.918, 0.523], [1.965, -0.964, 1.257], [1.048, 0.019, 1.165], [0.620, -0.573, -1.060], [-0.198, -0.218, -1.971], [-1.064, 0.678, -1.409], [-0.763, 1.019, -0.065], [-1.851, 0.390, 0.682]],
  "gap_ev": 8.1,
  "molar_mass_g_mol": 116.08,
  "lumo_energy_ev": 0.002,
  "smiles": "N/N=c1\\nn[nH]n1O"
}

two) {
  "formula": "CH4N6O",
  "method": "ωB97M-V/def2-TZVPD",
  "species": ["C", "H", "H", "H", "H", "N", "N", "N", "N", "N", "N", "O"],
  "coordinates": [[-0.150, -0.625, 0.052], [-1.531, 1.285, -0.532], [-0.558, 1.936, 1.083], [2.047, 1.599, -0.149], [-3.101, -0.509, -0.537], [-0.491, 1.907, 0.031], [0.279, 0.726, -0.382], [1.533, 0.689, 0.186], [1.932, -0.635, -0.003], [0.938, -1.389, -0.067], [-1.252, -1.202, 0.145], [-2.067, -0.154, 0.055]],
  "gap_ev": 8.4,
  "molar_mass_g_mol": 116.08,
  "lumo_energy_ev": -0.222
}

three) {
  "formula": "CH4N6O",
  "method": "ωB97M-V/def2-TZVPD",
  "species": ["C", "H", "H", "H", "H", "N", "N", "N", "N", "N", "N", "O"],
  "coordinates": [[0.064, 0.664, 0.005], [2.532, 0.706, -0.603], [2.331, 0.561, 1.014], [-2.698, 0.741, 0.879], [-2.790, 0.567, -0.838], [2.364, 0.003, 0.112], [1.050, -0.262, -0.091], [0.524, -1.547, -0.113], [-0.754, -1.398, 0.037], [-1.067, -0.121, 0.043], [-2.373, 0.259, 0.052], [0.255, 1.862, -0.095]],
  "gap_ev": 10.2,
  "molar_mass_g_mol": 116.08,
  "lumo_energy_ev": 0.609,
  "smiles": "Nn1nnn(N)c1=O"
}

Winner for stability: three)

one) {
  "formula": "C2H9N2S",
  "method": "ωB97M-V/def2-TZVPD",
  "species": ["S", "H", "H", "C", "C", "N", "N", "H", "H", "H", "H", "H", "H", "H"],
  "coordinates": [[-2.594, 0.653, -1.021], [-2.213, -0.613, -1.158], [-2.933, 0.431, 0.266], [0.713, -0.831, -0.079], [0.998, 0.381, 0.461], [0.323, 1.584, -0.048], [1.295, -2.029, 0.304], [-0.032, -0.913, -0.917], [1.720, 0.558, 1.266], [0.945, 2.146, -0.641], [-0.532, 1.330, -0.586], [-0.009, 2.175, 0.698], [1.650, -2.039, 1.289], [0.668, -2.832, 0.167]],
  "gap_ev": 10.0,
  "molar_mass_g_mol": 93.17,
  "lumo_energy_ev": -3.238,
  "charge": 1
}

two) {
  "formula": "C2H9N2S",
  "method": "ωB97M-V/def2-TZVPD",
  "species": ["C", "C", "N", "N", "S", "H", "H", "H", "H", "H", "H", "H", "H", "H"],
  "coordinates": [[0.096, -1.256, 0.363], [0.848, -0.249, -0.353], [-0.393, 1.959, -0.015], [-1.323, -1.109, 0.179], [2.426, -0.063, 0.063], [0.418, -2.356, 0.208], [0.304, -1.277, 1.423], [0.265, 0.306, -1.137], [-1.373, 1.925, -0.506], [-0.566, 1.319, 0.757], [-0.027, 2.944, 0.107], [-2.044, -1.822, 0.576], [-1.561, -1.162, -0.796], [2.930, 0.840, -0.869]],
  "gap_ev": 8.1,
  "molar_mass_g_mol": 93.17,
  "lumo_energy_ev": -5.889,
  "charge": 1
}

Winner for stability: one)